1.
DFT (the ωB97M-V functional and the def2-TZVPD basis) results for a molecular structure, C10H16Cl3N3O3Pt.

Summary:
E_tot in eV: -62037.7748
Net charge: +2
LUMO level in eV: -9.409
Kohn-Sham gap in eV: 6.95
HOMO in eV: -16.36

XYZ file:
```
36
Properties=species:S:1:pos:R:3:mulliken_charge:R:1
Pt -0.01 -1.30 0.57 1.288
C -4.03 2.25 -0.57 -0.880
N -3.55 0.96 -0.12 0.072
C -4.56 -0.05 0.11 -0.970
C -2.30 0.71 0.20 0.927
O -1.97 -0.39 0.72 -0.953
C -1.21 1.74 -0.07 -0.810
O 0.00 1.14 0.36 -0.306
C 1.21 1.74 -0.06 -0.834
C 2.30 0.70 0.18 0.951
O 1.97 -0.40 0.70 -0.953
N 3.54 0.94 -0.17 0.066
C 4.03 2.22 -0.63 -0.881
C 4.55 -0.08 0.02 -0.969
H -4.89 2.10 -1.21 0.295
H -3.28 2.81 -1.12 0.369
H -4.35 2.86 0.28 0.348
H -5.24 -0.08 -0.74 0.346
H -5.14 0.18 1.01 0.376
H -4.10 -1.02 0.24 0.311
H -1.40 2.66 0.50 0.423
H -1.16 1.96 -1.15 0.489
H 1.41 2.65 0.53 0.425
H 1.16 2.00 -1.13 0.492
H 3.26 2.82 -1.10 0.363
H 4.83 2.05 -1.36 0.306
H 4.46 2.79 0.20 0.345
H 4.08 -1.04 0.21 0.304
H 5.19 0.16 0.87 0.377
H 5.18 -0.14 -0.87 0.342
Cl -1.68 -6.39 0.96 -0.040
C 0.00 -5.89 0.61 0.842
Cl 0.54 -6.51 -0.98 -0.039
Cl 1.14 -6.38 1.91 -0.038
C 0.01 -4.47 0.56 0.276
N 0.02 -3.32 0.52 -0.662
```

---

2.
DFT (the ωB97M-V functional and the def2-TZVPD basis) results for a molecular structure, C27H41BrN5O2PTl.

Summary:
E_tot in eV: -124208.0070
Net charge: +3
LUMO level in eV: -9.817
Kohn-Sham gap in eV: 7.31
HOMO in eV: -17.12

XYZ file:
```
78
Properties=species:S:1:pos:R:3:mulliken_charge:R:1
Tl 0.30 -0.87 0.53 1.765
N 1.40 -2.73 -0.16 -0.391
C 2.37 -3.42 0.70 -0.799
C 1.90 -3.41 2.15 -0.779
N 1.46 -2.06 2.57 -0.146
C 2.55 -1.31 3.21 -0.750
C 3.59 -0.90 2.19 -0.940
N 3.01 -0.32 0.93 -0.361
H 0.58 -3.31 -0.31 0.373
H 1.81 -2.51 -1.07 0.277
H 3.32 -2.89 0.59 0.259
H 2.53 -4.44 0.36 0.538
H 2.70 -3.78 2.78 0.418
H 1.06 -4.09 2.27 0.456
H 0.70 -2.18 3.24 0.253
H 3.04 -1.91 3.99 0.506
H 2.12 -0.46 3.72 0.305
H 4.17 -1.78 1.91 0.356
H 4.31 -0.22 2.65 0.508
H 3.54 -0.70 0.15 0.255
H 3.16 0.68 0.88 0.198
C 1.03 -2.02 -3.55 -0.845
O 1.34 -1.20 -2.42 -0.270
C 1.45 0.18 -2.77 -0.455
C 0.11 0.75 -3.15 -0.705
O -0.80 0.46 -2.10 0.217
C -2.14 0.86 -2.42 -0.840
H 1.78 -1.89 -4.34 0.338
H 0.04 -1.80 -3.96 0.302
H 1.04 -3.06 -3.24 0.297
H 2.16 0.32 -3.60 0.526
H 1.85 0.68 -1.89 -0.117
H -0.26 0.34 -4.09 0.503
H 0.21 1.83 -3.30 0.452
H -2.19 1.92 -2.67 0.440
H -2.75 0.66 -1.54 -0.110
H -2.51 0.29 -3.27 0.359
Br -1.88 -3.09 2.45 -0.030
C -2.17 -3.21 0.58 0.097
C -3.04 -4.16 0.08 -0.695
C -3.26 -4.18 -1.28 -0.534
C -2.60 -3.26 -2.09 -1.071
C -1.72 -2.37 -1.51 0.052
N -1.50 -2.34 -0.18 0.113
H -3.54 -4.85 0.75 0.516
H -3.94 -4.90 -1.72 0.494
H -2.76 -3.24 -3.16 0.534
H -1.18 -1.63 -2.09 0.423
N -4.30 -0.24 0.32 -0.204
C -3.16 -0.19 0.53 0.054
H -5.30 -0.25 0.22 0.273
C 0.86 1.89 2.72 -1.764
P 0.05 1.67 1.13 1.228
C -1.60 2.28 1.42 1.240
C -2.15 3.33 0.68 -0.279
C -3.37 3.87 1.07 -0.811
C -4.03 3.39 2.19 -0.678
C -3.48 2.36 2.94 -0.624
C -2.27 1.80 2.55 -0.778
C 0.96 2.67 -0.06 1.286
C 0.47 2.97 -1.33 -0.641
C 1.17 3.82 -2.17 -0.684
C 2.37 4.37 -1.76 -0.924
C 2.88 4.09 -0.50 -0.940
C 2.17 3.25 0.35 -0.920
H 0.78 2.96 2.94 0.566
H 1.90 1.60 2.72 0.523
H 0.31 1.35 3.49 0.463
H -1.63 3.75 -0.16 0.467
H -3.79 4.69 0.50 0.488
H -4.96 3.84 2.49 0.460
H -3.99 1.99 3.82 0.464
H -1.87 0.97 3.13 0.211
H -0.46 2.53 -1.65 0.296
H 0.76 4.06 -3.14 0.556
H 2.91 5.04 -2.42 0.477
H 3.80 4.54 -0.17 0.497
H 2.56 3.11 1.35 0.410
```

---

3.
DFT (the ωB97M-V functional and the def2-TZVPD basis) results for 2 unconnected molecules or ions with the total composition C4H11NO2.

Summary:
E_tot in eV: -9912.0800
LUMO level in eV: 0.866
SMILES: CC(C)N.O=CO
Kohn-Sham gap in eV: 10.66
HOMO in eV: -9.80

XYZ file:
```
18
Properties=species:S:1:pos:R:3:mulliken_charge:R:1
C -0.25 1.03 1.31 -1.313
C -1.07 -0.04 0.60 0.372
C -1.78 0.47 -0.63 -1.355
N -0.17 -1.15 0.20 -0.602
H 0.22 0.64 2.21 0.361
H 0.53 1.41 0.65 0.270
H -0.88 1.86 1.57 0.414
H -1.82 -0.42 1.30 0.294
H -1.08 0.89 -1.35 0.312
H -2.47 1.27 -0.36 0.391
H -2.36 -0.32 -1.09 0.360
H 0.48 -1.41 0.94 0.287
H -0.70 -1.95 -0.12 0.237
O 2.92 -0.89 0.02 -0.519
C 2.68 -0.41 -1.06 0.136
O 1.47 -0.19 -1.55 -0.468
H 3.48 -0.16 -1.77 0.352
H 0.78 -0.62 -0.87 0.472
```